# 1
30
Properties=species:S:1:pos:R:3:forces:R:3:mulliken_charge:R:1 method="wB97M-V/def2-TZVPD" relative_energy_kcal_mol=0.0 spin_multiplicity=2 lumo_energy_ev="-0.084 / -2.188" total_charge=0 e_tot_ev=-23961.4416 homo_ha="-0.2248 / -0.2239" s2=0.75
In -2.516801 1.005361 -2.421961 0.074 -1.344 1.490 0.87
C -4.291705 -2.371719 1.329353 -0.167 0.248 -0.211 -1.06
C -2.975786 -2.052319 0.606758 -0.503 0.956 -0.062 -0.18
O -3.077165 -1.006257 -0.286567 0.049 0.445 -1.043 -0.77
H -4.480761 -1.566719 2.039511 -0.094 -0.175 0.296 0.23
H -4.247586 -3.352504 1.802876 0.050 0.016 0.411 0.33
H -5.162926 -2.386856 0.674490 0.141 -0.011 -0.393 0.30
H -2.574037 -2.994827 0.234788 0.153 -0.435 -0.769 0.23
H -2.290107 -1.788501 1.411961 0.584 0.099 0.547 0.06
C 0.549750 5.321345 -1.109158 -0.485 -0.982 -0.866 -1.01
C 0.515385 3.864950 -1.679208 -1.386 0.488 0.428 -0.09
O -0.746752 3.405108 -2.186173 2.012 0.818 0.665 -0.31
H 0.615160 5.992135 -1.965820 0.084 0.305 0.314 0.28
H 1.409816 5.408793 -0.445266 0.065 0.143 -0.210 0.33
H -0.352460 5.528875 -0.533784 0.015 -0.018 -0.087 0.31
H 0.684563 3.245290 -0.798580 -0.157 -0.677 0.123 0.16
H 1.361524 3.688463 -2.343280 -0.220 -0.191 -0.360 0.32
C 3.685766 -1.912551 0.244725 0.341 -1.675 -0.073 -1.39
C 2.173458 -2.180569 0.351663 1.266 0.892 -0.393 0.42
C 1.549288 -1.500835 1.510771 -1.113 0.228 1.085 -0.51
O 0.613540 -0.611353 0.928195 -0.771 1.366 0.310 -0.32
C 0.731722 -0.585072 -0.397668 -3.339 1.596 -0.359 0.60
O -0.050449 0.052395 -1.125627 2.768 -1.402 1.317 -0.53
O 1.714309 -1.376408 -0.713384 -0.124 -0.181 -3.379 -0.33
H 3.901854 -0.872137 0.001951 -0.434 -0.020 0.053 0.37
H 4.037270 -2.536508 -0.577000 0.293 0.194 -0.104 0.34
H 4.300076 -2.171520 1.107073 -0.336 -0.190 0.231 0.39
H 1.733312 -3.164299 0.188435 0.817 -0.296 0.025 0.37
H 2.307119 -0.942533 2.060403 -0.350 -0.032 0.442 0.27
H 0.882623 -2.139228 2.090521 0.769 -0.165 0.570 0.31



# 2
34
Properties=species:S:1:pos:R:3:forces:R:3:mulliken_charge:R:1 method="wB97M-V/def2-TZVPD" relative_energy_kcal_mol=0.0 lumo_energy_ev=-0.129 total_charge=0 e_tot_ev=-95725.8377 homo_ha=-0.3125
Mg -0.105694 -0.427530 -0.241181 0.211 0.419 0.405 2.30
C -1.232754 -1.078669 2.330827 0.157 0.073 0.020 -0.75
C -2.325108 -0.185299 1.788766 -0.006 -0.003 -0.157 -0.52
O -2.035519 0.043881 0.406961 -0.247 0.169 0.181 -0.31
C -2.384398 1.325562 -0.122009 0.026 -0.186 0.123 -0.83
C -1.268529 2.307323 0.184262 0.207 -0.016 -0.026 -0.48
O -0.065298 1.666022 -0.241055 0.005 0.265 -0.081 -0.32
C 1.169556 2.263138 0.131444 -0.160 -0.036 -0.013 -0.56
C 2.234320 1.271027 -0.297026 -0.014 -0.214 0.107 -0.72
O 1.905752 -0.038907 0.196186 0.242 0.204 0.131 -0.42
C 2.280351 -0.304221 1.560832 0.020 -0.004 -0.199 -0.47
C 1.199419 -1.156495 2.182102 -0.125 0.065 0.055 -0.74
O -0.004653 -0.402419 2.008310 -0.024 -0.101 -0.082 -0.43
H -1.332027 -1.189435 3.412775 0.004 -0.019 0.025 0.46
H -1.243560 -2.053666 1.838401 -0.033 0.002 -0.034 0.35
H -3.296029 -0.674746 1.875680 -0.030 -0.005 0.019 0.37
H -2.349609 0.765383 2.328578 0.037 0.002 0.023 0.39
H -2.481840 1.169931 -1.195029 0.022 0.014 -0.029 0.34
H -3.334716 1.666932 0.289549 -0.029 0.037 -0.015 0.44
H -1.411454 3.242227 -0.362129 -0.017 0.025 0.001 0.42
H -1.190706 2.525721 1.254566 -0.042 -0.009 0.028 0.33
H 1.309189 3.215622 -0.385627 0.014 0.028 0.002 0.42
H 1.176509 2.440791 1.212080 0.024 -0.017 0.028 0.34
H 2.244107 1.173615 -1.381188 -0.017 0.009 -0.022 0.41
H 3.225189 1.568992 0.045922 0.021 0.039 0.011 0.42
H 3.239134 -0.823317 1.572540 0.026 -0.013 -0.001 0.38
H 2.375653 0.640023 2.101268 -0.027 -0.001 0.037 0.36
H 1.102528 -2.120306 1.674105 0.030 0.009 -0.040 0.36
H 1.414780 -1.312473 3.241951 -0.025 -0.012 0.033 0.45
O -0.493438 -0.594798 -2.113688 -0.139 -0.337 -0.189 -0.84
Se -0.877622 -2.238950 -1.890311 -0.320 -0.632 -0.489 1.10
O -0.060722 -3.193873 -2.906304 -0.317 0.409 0.432 -0.70
O -0.253992 -2.347199 -0.299541 -0.138 -0.209 -0.233 -0.89
O -2.491717 -2.413488 -1.835316 0.664 0.045 -0.051 -0.66



# 3
25
Properties=species:S:1:pos:R:3:forces:R:3:mulliken_charge:R:1 method="wB97M-V/def2-TZVPD" relative_energy_kcal_mol=38.2 lumo_energy_ev=3.648 total_charge=-1 e_tot_ev=-10041.9182 homo_ha=-0.0556
C -1.237380 -2.001778 -4.021490 0.211 -0.034 1.561 -0.66
C -0.876273 -2.283105 -2.708013 0.212 1.008 -1.397 -0.48
C 0.135308 -1.368112 -1.914802 -1.712 -0.895 0.776 -0.04
N 0.281435 -1.973137 -0.599394 0.099 1.218 -0.005 -0.73
C 0.839795 -1.029270 0.353654 -0.595 -0.909 -0.143 -0.64
C -0.072813 0.231608 0.659145 1.101 0.149 0.791 -0.58
C 0.605207 1.212423 1.719785 -1.282 0.963 -0.485 0.66
C -0.058935 1.114398 3.156405 0.939 0.407 -0.062 -1.18
C 0.332073 2.704302 1.212308 -0.188 -1.140 0.015 -1.59
H -1.473910 -0.936681 -4.267240 1.424 -0.776 -0.374 0.24
H -1.257227 -2.779443 -4.811881 -1.274 0.410 0.713 0.23
H -1.324292 -3.143454 -2.151669 1.536 0.046 -0.689 0.40
H -0.311626 -0.328526 -1.922823 0.346 -0.343 -0.115 0.02
H 1.097193 -1.305464 -2.515710 -0.622 -0.020 0.137 0.20
H 0.915646 -1.585567 1.335216 0.066 0.537 -0.662 0.22
H 1.916931 -0.728772 0.110216 -0.703 0.358 0.135 0.35
H -1.035899 -0.176322 1.068519 0.752 0.471 -0.447 -0.01
H -0.291733 0.857978 -0.237319 0.140 -0.760 0.416 0.20
H 1.717984 1.071006 1.744622 -0.994 -0.158 0.144 0.36
H -0.875137 0.361106 3.217215 0.676 0.455 -0.032 0.34
H 0.742953 0.899903 3.907303 -0.806 -0.089 -0.378 0.23
H -0.462587 2.125967 3.434137 0.119 -0.975 -0.159 0.30
H -0.743643 2.708947 0.889220 0.857 0.327 0.386 0.34
H 0.489736 3.442376 2.036546 0.044 -0.352 -0.825 0.44
H 0.947193 2.909617 0.306049 -0.343 0.103 0.700 0.35



# 4
29
Properties=species:S:1:pos:R:3:forces:R:3:mulliken_charge:R:1 method="wB97M-V/def2-TZVPD" relative_energy_kcal_mol=154.1 lumo_energy_ev=0.742 total_charge=0 e_tot_ev=-26460.7590 homo_ha=-0.2996
C 1.971434 0.826396 -1.710985 -0.728 0.939 0.427 -1.23
C 1.557549 0.893038 -0.462831 -2.522 0.622 0.405 0.50
N 1.953631 0.220853 0.643210 2.878 -1.783 -0.500 0.06
C 2.911099 -0.903758 0.416235 0.064 -1.396 -0.820 -0.90
C 1.296951 0.222635 1.887463 -3.605 -1.664 -1.082 -0.78
S -0.229276 1.693303 -0.290605 0.931 -0.833 -0.071 0.91
O -0.244627 2.658392 0.809497 -0.054 -0.863 -1.066 -0.59
O -0.707972 2.062760 -1.597485 0.397 0.453 0.233 -0.67
C -1.193177 0.105827 0.065910 2.843 2.084 -1.003 0.56
C -0.681133 -0.924704 -0.528378 1.562 -3.820 -1.515 -1.23
N -2.063834 0.100813 1.008075 -3.030 0.788 2.322 0.17
C -2.707901 -1.152845 1.339445 2.581 2.742 3.445 -1.35
C -2.761626 1.310108 1.402085 1.188 -1.684 1.693 -1.17
H 1.525533 1.341479 -2.497515 -1.396 1.049 -0.743 0.35
H 2.772418 0.332620 -2.098581 2.446 -1.571 -0.235 0.38
H 2.456736 -1.977715 0.058432 0.311 2.531 1.177 0.24
H 3.528814 -0.660488 -0.465033 -0.026 0.093 0.682 0.28
H 3.610582 -1.106289 1.289761 -1.158 0.493 -0.933 0.32
H 0.461816 0.917706 1.799334 0.404 0.033 0.825 0.18
H 0.788540 -0.779321 2.014582 0.379 0.664 0.043 0.30
H 1.835503 0.374529 2.757593 1.654 0.717 1.405 0.44
H 0.269044 -0.888377 -1.056088 -0.591 0.213 -0.172 0.42
H -1.001207 -1.978789 -0.344058 -0.084 1.165 -0.272 0.33
H -3.201113 -1.505468 0.557933 -2.865 -1.626 -3.329 0.42
H -1.847711 -1.749350 1.458316 0.584 -1.653 0.917 0.37
H -3.269634 -0.971807 2.267760 0.060 -0.583 -0.481 0.45
H -2.416298 1.525739 2.439572 -0.664 0.398 -0.633 0.26
H -2.422300 2.019319 0.723494 -0.333 1.894 -0.710 0.50
H -3.787233 1.047872 1.355659 -1.225 0.598 -0.009 0.49



# 5
29
Properties=species:S:1:pos:R:3:forces:R:3:mulliken_charge:R:1 method="wB97M-V/def2-TZVPD" relative_energy_kcal_mol=35.3 lumo_energy_ev=0.663 total_charge=0 e_tot_ev=-17678.2195 homo_ha=-0.3236
C -0.974958 0.450682 -2.176802 -1.112 0.138 -0.599 -1.01
C -1.318931 1.332301 -0.918040 1.947 -0.134 0.473 0.42
C -1.715746 2.814637 -1.201149 0.128 -0.604 -1.719 -1.42
C -0.037228 1.392959 0.120231 0.329 0.650 -2.089 0.16
N 1.027943 2.218122 -0.455934 -1.226 0.619 0.878 -0.58
C 0.530910 0.024850 0.390355 -0.644 -1.726 -1.057 -0.06
O 1.278927 -0.578416 -0.410373 -0.800 1.505 1.864 -0.64
N -0.010420 -0.627491 1.479239 1.266 -1.052 -0.843 -0.14
C 0.438366 -2.043190 1.645673 0.417 1.015 -2.018 -0.07
C -0.187005 -2.985325 0.534293 0.820 1.936 -1.108 -1.14
C 2.025672 -2.130615 1.779956 -3.003 0.241 -0.175 0.40
O 2.569446 -3.175179 1.598606 0.964 0.095 0.077 -0.56
O 2.533895 -0.971751 2.237518 1.988 -0.989 0.285 -0.44
H -0.051288 0.766101 -2.715093 -0.686 0.059 0.556 0.22
H -1.842764 0.474001 -2.917079 1.034 0.268 0.849 0.37
H -0.847059 -0.632431 -1.974674 -0.013 0.722 0.363 0.21
H -2.116249 0.893296 -0.310925 -0.110 -0.165 -0.319 0.27
H -0.972019 3.370456 -1.885461 -1.158 -0.875 1.087 0.29
H -1.804705 3.307462 -0.247582 0.013 0.489 0.257 0.38
H -2.716500 2.853828 -1.709487 0.915 -0.022 0.385 0.38
H -0.386247 1.838421 1.052043 -0.181 0.018 0.143 0.38
H 1.912746 1.825008 -0.666660 0.295 -0.632 -0.291 0.20
H 0.704889 2.941297 -1.076287 0.304 -0.209 -0.004 0.19
H -0.743825 -0.238526 2.058408 0.414 0.028 -0.215 0.27
H 0.047790 -2.384421 2.563383 -0.321 -0.358 1.315 0.62
H -1.300980 -2.984064 0.746555 1.350 -0.233 -0.775 0.30
H 0.281181 -3.942288 0.607075 -0.136 -0.903 0.487 0.42
H 0.165773 -2.665794 -0.564533 -1.326 -0.218 2.548 0.19
H 3.508385 -1.143929 2.416741 -1.469 0.334 -0.353 0.38



# 6
28
Properties=species:S:1:pos:R:3:forces:R:3:mulliken_charge:R:1 method="wB97M-V/def2-TZVPD" relative_energy_kcal_mol=0.0 spin_multiplicity=3 lumo_energy_ev="-4.064 / -6.117" total_charge=+1 e_tot_ev=-23848.4717 homo_ha="-0.3721 / -0.4953" s2=2.03
C 0.935866 -3.141473 -1.732627 -0.137 1.240 1.431 0.11
C 1.562810 -3.115508 0.519250 -0.191 -0.202 0.198 0.16
C -0.133856 -2.177212 -1.263663 -0.543 0.384 -0.875 -0.22
C 0.101950 3.788657 0.440741 0.411 -0.982 0.281 -1.54
C 0.132589 2.566739 1.335054 1.517 -0.789 -2.641 -0.38
C -0.548914 1.312066 0.644721 4.772 -0.200 -0.314 -0.45
C -0.256221 0.104673 1.549622 -1.121 1.172 1.818 -0.65
C -0.681946 -1.298415 0.981677 -1.271 1.957 -2.394 -0.71
N 0.217808 -1.591753 -0.076248 2.888 -1.387 2.468 -0.09
N 1.579569 -3.670827 -0.699607 0.847 0.048 1.285 -0.06
N 0.951902 -3.698826 -2.912871 0.019 -0.739 -0.392 -0.39
S 2.248107 -3.237920 1.913636 -0.159 0.478 0.228 -0.16
H -0.433594 -1.300852 -1.881031 0.036 -0.936 -0.658 0.37
H -0.952504 -2.860955 -1.066582 -1.157 -0.063 -0.338 0.31
H 0.450360 3.601857 -0.538225 1.515 -0.372 -0.977 0.40
H -0.841199 4.115032 0.146115 -2.160 0.847 0.503 0.42
H 0.660850 4.518512 0.967184 0.419 1.225 -0.087 0.38
H -0.297498 2.886818 2.231397 -0.983 -0.219 1.666 0.37
H 1.255812 2.425431 1.545901 -1.643 -0.459 -0.225 0.28
H -0.080370 1.161809 -0.458002 -0.924 0.332 2.457 0.17
H -1.545981 1.428394 0.551831 -3.396 0.707 -0.507 0.40
H -0.816266 0.295089 2.602650 1.228 -0.607 -2.415 0.32
H 0.839218 0.279850 1.758523 -0.958 -1.459 -0.051 0.32
H -1.738539 -1.511500 0.564245 1.062 1.291 0.904 0.43
H -0.603570 -1.979048 1.754878 0.705 -1.741 1.645 0.42
H 2.174995 -4.521200 -0.681669 -0.553 0.732 -0.714 0.32
H 0.630252 -3.085383 -3.626498 -0.071 -0.602 -1.196 0.24
H 1.272227 -4.658535 -2.952716 -0.154 0.343 -1.098 0.23



# 7
29
Properties=species:S:1:pos:R:3:forces:R:3:mulliken_charge:R:1 method="wB97M-V/def2-TZVPD" relative_energy_kcal_mol=84.1 lumo_energy_ev="-3.850 / -4.493" total_charge=+1 e_tot_ev=-15995.2107 homo_ha="-0.4125 / -0.3966"
C 1.814622 -2.681427 -1.738494 1.176 -1.824 -0.251 -0.66
C 2.408257 -2.290208 -0.598744 2.443 -0.310 1.328 -0.59
C 0.607941 -2.115589 -2.149934 -1.534 1.437 -0.206 0.86
C 0.045145 -1.090304 -1.398311 2.374 -0.825 2.720 0.37
C 0.743445 -0.767543 -0.168860 -4.506 2.354 -1.182 -0.30
C -2.265042 2.033310 1.191415 -1.116 2.917 -0.368 -1.76
C -0.428566 1.780917 2.932773 -1.213 -0.688 1.699 -1.54
C -0.996097 1.410040 1.584827 -1.388 -4.071 2.169 1.23
N 1.827779 -1.355746 0.210888 2.885 -0.178 1.635 -0.08
N -0.025922 -2.507502 -3.267702 2.541 -1.943 0.841 -0.41
N -1.161478 -0.579656 -1.824239 -0.145 3.087 0.337 -0.57
N 0.863584 2.229242 0.570804 -0.120 0.457 1.730 -0.39
N -0.242426 1.594525 0.464493 3.545 -0.547 -2.123 0.09
H 2.307006 -3.551416 -2.243622 -0.617 1.136 0.068 0.28
H 3.449282 -2.619606 -0.285435 -1.664 0.108 -0.421 0.31
H -2.891873 2.088790 2.034202 -0.936 0.192 1.139 0.43
H -2.020485 3.038941 0.873241 -0.274 0.749 0.261 0.41
H -2.872771 1.705308 0.368427 0.285 -1.171 -0.394 0.36
H 0.605493 1.497863 3.122024 -0.019 -0.360 -0.156 0.48
H -1.062015 1.366357 3.809389 1.017 0.384 -1.646 0.33
H -0.492546 2.831051 3.070270 0.078 1.261 0.093 0.44
H -1.351547 0.344543 1.610064 1.097 0.490 -0.046 0.07
H 2.336587 -1.083974 1.158301 -1.472 -0.757 -2.747 0.31
H 0.381553 -3.372739 -3.524331 -0.343 -0.725 -1.372 0.20
H -0.808899 -2.157822 -3.719024 -1.405 0.917 -0.376 0.21
H -1.394872 0.338771 -1.403503 0.372 -0.984 -0.367 0.22
H -1.977960 -1.138431 -1.836267 -0.497 -1.017 0.071 0.25
H 1.148148 2.626288 -0.280177 0.938 0.386 -1.199 0.23
H 1.453656 2.426017 1.437524 -1.500 -0.476 -1.239 0.23



# 8
37
Properties=species:S:1:pos:R:3:forces:R:3:mulliken_charge:R:1 method="wB97M-V/def2-TZVPD" relative_energy_kcal_mol=15.0 lumo_energy_ev=-8.249 total_charge=+2 e_tot_ev=-31100.7956 homo_ha=-0.5923
Rh 0.662575 -0.493000 -0.197400 -0.429 -2.114 0.395 0.64
N 1.259487 -0.372780 1.758448 0.105 0.186 -0.097 -0.28
C 0.750314 0.755414 2.592581 0.038 0.057 0.207 -0.57
C 0.947534 2.080663 1.873094 -0.156 -0.086 -0.181 -0.49
C 0.045314 2.055631 0.660741 0.140 -0.232 -0.253 0.66
O -1.058355 2.505753 0.602012 -0.006 0.094 0.055 -0.47
O 0.587820 1.389068 -0.410611 -0.127 0.496 -0.271 -0.57
H 1.041356 -1.251972 2.223935 0.091 -0.037 0.016 0.30
H 2.276296 -0.309262 1.692770 0.028 0.008 0.255 0.37
H 1.263419 0.751187 3.554569 0.051 -0.071 -0.031 0.41
H -0.307622 0.577013 2.786366 -0.019 0.030 -0.025 0.24
H 1.981439 2.187802 1.544002 0.033 0.055 0.105 0.30
H 0.679797 2.909620 2.523472 -0.047 -0.028 0.027 0.38
N 5.812568 0.181632 -0.447870 0.193 -0.371 0.217 -0.49
N 4.580036 -0.203262 -0.803548 -0.062 0.061 -0.166 1.11
N 4.339118 -0.672227 -2.015474 0.001 -0.015 0.099 -0.84
C 3.062761 -0.990262 -1.935025 -0.050 -0.248 0.046 -0.27
N 2.585163 -0.747923 -0.704535 0.290 1.160 -0.308 0.20
N 3.583770 -0.205399 0.007894 -0.093 -0.174 -0.025 -0.48
H 6.441971 0.280770 -1.229486 -0.032 0.142 -0.046 0.32
H 5.858145 0.800694 0.344679 -0.025 0.149 -0.077 0.28
H 2.494195 -1.422773 -2.741961 -0.023 0.079 -0.013 0.53
C -4.987187 -0.431523 -0.987144 0.002 -0.116 0.058 -1.08
N -3.545284 -0.676423 -0.991023 0.073 0.097 -0.046 0.04
C -2.719722 -0.705203 -2.199501 -0.070 -0.058 0.031 -0.33
C -1.367012 -0.846450 -1.579322 0.130 0.001 -0.107 0.58
O -0.228167 -0.897109 -2.094530 -0.060 0.379 0.138 -0.61
N -1.449516 -0.860908 -0.237790 0.067 0.308 0.248 -0.34
C -2.773980 -0.743748 0.086394 -0.050 0.185 -0.255 0.43
N -3.219441 -0.723924 1.326952 -0.005 0.016 -0.023 -0.32
H -5.307553 -0.250943 -2.008484 -0.005 0.008 -0.005 0.40
H -5.216851 0.451629 -0.390852 0.003 0.023 -0.027 0.42
H -5.528501 -1.296521 -0.603897 0.013 -0.012 -0.012 0.37
H -2.795943 0.223323 -2.770048 0.045 0.020 0.023 0.39
H -2.960457 -1.542401 -2.857518 -0.040 -0.026 0.037 0.38
H -2.583367 -0.841092 2.095645 -0.004 0.026 0.009 0.20
H -4.204104 -0.665099 1.532483 0.001 0.011 0.003 0.23